DFT (ωB97M-V/def2-TZVPD) results for FFeH2O as an isolated structure.

CARTESIAN COORDINATES (ANGSTROEM)
H: 0.6244 -0.5524 0.1714
O: -0.1434 -1.0916 0.4422
H: -0.3437 -1.6976 -0.2761
F: 0.6909 1.1980 -0.2022
Fe: -0.8282 2.1435 -0.1353

Results
LUMO energy (spin up / spin down): 0.38 / -1.19 eV
Spin multiplicity: 6
Highest occupied orbital energy (spin up / spin down): -7.874 / -10.708 eV

Partial atomic charges computed with the Mulliken method, in multiples of e: H 0.3452; O -0.6419; H 0.3024; F -0.6588; Fe 0.6531